{"formula": "C18H32N3O3P", "method": "ωB97M-V/def2-TZVPD", "orbital_gap_ev": 8.85, "total_charge": 0, "homo_ev": -8.24, "smiles": "[H]/N=C(/C)C[PH](O)(COC(C)=O)[C@@H](C)CC.c1cc[nH]c1.c1cc[nH]c1", "species": ["H", "N", "C", "C", "C", "P", "O", "C", "O", "C", "C", "O", "C", "C", "C", "C", "H", "H", "H", "H", "H", "H", "H", "H", "H", "H", "H", "H", "H", "H", "H", "H", "H", "H", "H", "H", "H", "C", "C", "C", "N", "C", "H", "H", "H", "H", "H", "C", "C", "C", "N", "C", "H", "H", "H", "H", "H"], "positions_angstrom": [[1.1437, 1.1434, 3.0535], [0.9923, 1.9858, 3.6087], [-0.0626, 2.5919, 3.2670], [-0.4078, 3.8937, 3.9203], [-1.0540, 2.0764, 2.2273], [-0.2788, 2.0085, 0.5562], [-0.0396, 3.7488, 0.5548], [-0.1993, 0.1021, 0.6754], [0.5311, -0.4211, -0.4486], [0.7147, -1.7577, -0.4713], [1.5252, -2.1814, -1.6632], [0.2582, -2.4909, 0.3606], [-1.2997, 2.0807, -0.9782], [-0.3516, 2.1808, -2.1818], [-2.3444, 0.9753, -1.1578], [-3.3848, 1.3322, -2.2340], [-1.4543, 3.9201, 4.2308], [0.2395, 4.0614, 4.7779], [-0.2533, 4.6995, 3.1966], [-1.4208, 1.0970, 2.5433], [-1.9128, 2.7489, 2.1690], [1.1204, 2.0158, 0.4382], [-0.8584, 4.2570, 0.6035], [0.3439, -0.1625, 1.5903], [-1.1707, -0.3920, 0.7428], [2.5337, -2.4143, -1.3165], [1.1001, -3.0933, -2.0778], [1.5732, -1.4027, -2.4205], [-1.8298, 3.0357, -0.9123], [0.2782, 1.2953, -2.2601], [0.2845, 3.0624, -2.1046], [-0.9359, 2.2653, -3.1016], [-1.8377, 0.0454, -1.4210], [-2.8559, 0.7878, -0.2100], [-3.3210, 0.6705, -3.0978], [-4.4020, 1.2609, -1.8478], [-3.2510, 2.3529, -2.6007], [3.8712, -3.2512, -6.2821], [3.9159, -4.0506, -5.1069], [4.1361, -3.2087, -4.0500], [4.2262, -1.9344, -4.5407], [4.0659, -1.9513, -5.8994], [3.7153, -3.5930, -7.2915], [3.7993, -5.1196, -5.0459], [4.2378, -3.4078, -2.9970], [4.3931, -1.1131, -3.9891], [4.1062, -1.0434, -6.4763], [-1.4416, -2.1075, 3.4567], [-0.9440, -1.0986, 4.3309], [-1.6588, -1.1734, 5.4968], [-2.5678, -2.1856, 5.3633], [-2.4424, -2.7594, 4.1270], [-1.0891, -2.3331, 2.4624], [-0.1482, -0.4012, 4.1293], [-1.5918, -0.5988, 6.4048], [-3.2240, -2.4680, 6.0674], [-3.0717, -3.5807, 3.8299]], "forces_ev_per_angstrom": [[-0.051, -0.051, 0.064], [0.274, -0.027, -0.005], [-0.332, 0.034, -0.092], [0.045, 0.095, 0.054], [-0.087, 0.064, -0.048], [0.264, -0.041, 0.095], [-0.146, -0.036, 0.032], [0.012, -0.054, 0.030], [0.100, 0.059, -0.021], [-0.188, 0.367, -0.277], [0.042, -0.109, 0.090], [0.017, -0.260, 0.182], [-0.079, 0.050, -0.020], [-0.073, 0.049, -0.063], [0.002, -0.005, 0.057], [-0.012, 0.004, -0.075], [0.019, -0.027, 0.008], [-0.002, 0.015, -0.017], [-0.037, -0.039, 0.008], [0.015, 0.002, -0.020], [0.030, -0.001, -0.014], [0.041, -0.064, -0.064], [0.098, 0.010, -0.020], [-0.010, 0.001, -0.010], [0.015, 0.013, 0.016], [-0.009, 0.019, -0.044], [0.027, 0.018, -0.005], [0.003, -0.019, 0.030], [-0.039, -0.046, 0.041], [-0.014, -0.011, 0.009], [0.014, -0.029, 0.020], [0.027, -0.001, 0.023], [-0.026, -0.010, 0.013], [0.021, 0.036, -0.012], [0.011, 0.026, 0.000], [0.035, -0.018, -0.001], [-0.013, -0.028, 0.029], [-0.007, -0.006, 0.001], [-0.015, 0.006, -0.005], [0.007, 0.017, 0.010], [-0.015, 0.014, 0.019], [0.005, 0.001, 0.005], [-0.002, 0.001, 0.003], [0.003, 0.002, 0.000], [0.018, -0.017, -0.010], [0.008, -0.012, -0.010], [-0.001, -0.003, -0.001], [0.013, 0.038, 0.029], [-0.030, -0.036, -0.087], [0.003, 0.031, 0.005], [-0.024, -0.008, 0.014], [-0.021, 0.002, -0.029], [0.011, -0.012, 0.011], [0.027, -0.006, 0.071], [0.006, 0.004, -0.005], [0.011, 0.000, -0.011], [0.010, -0.005, -0.003]]}

{"formula": "C18H32N5O2SeTi", "method": "ωB97M-V/def2-TZVPD", "relative_energy_kcal_mol": 13.3, "orbital_gap_ev": 7.63, "total_charge": 1, "homo_ev": -11.48, "species": ["Ti", "Se", "C", "C", "C", "N", "C", "C", "H", "H", "H", "H", "C", "N", "C", "N", "C", "N", "C", "N", "C", "C", "H", "H", "H", "H", "H", "H", "H", "H", "H", "H", "H", "H", "C", "C", "C", "C", "O", "H", "H", "H", "H", "H", "H", "H", "H", "H", "C", "C", "C", "O", "H", "H", "H", "H", "H", "H", "H"], "positions_angstrom": [[-0.2606, -0.2759, 0.3892], [-2.2850, -0.1130, 1.7110], [-2.2853, -1.9754, 2.1752], [-1.1297, -2.7422, 2.1001], [-1.1628, -4.0670, 2.4993], [-2.2628, -4.6552, 2.9658], [-3.3693, -3.9137, 3.0276], [-3.4372, -2.5791, 2.6467], [-0.2040, -2.3242, 1.7258], [-0.2682, -4.6795, 2.4509], [-4.2558, -4.4112, 3.4053], [-4.3654, -2.0300, 2.7252], [-0.1435, 2.6734, 0.4814], [-0.4110, 1.5600, -0.5327], [-1.7383, 1.8883, -1.2106], [-1.6929, 3.1860, -1.8317], [-1.4151, 4.2035, -0.8095], [-0.1211, 3.9629, -0.1572], [0.9331, 3.9746, -1.1768], [0.6910, 2.9602, -2.2116], [0.6610, 1.6546, -1.6100], [-0.6174, 3.2223, -2.8275], [0.8120, 2.4724, 0.9561], [-0.9318, 2.6361, 1.2297], [-2.5145, 1.8558, -0.4526], [-1.9291, 1.1124, -1.9488], [-2.2060, 4.1909, -0.0600], [-1.3964, 5.1836, -1.2826], [1.8954, 3.7817, -0.7020], [0.9662, 4.9557, -1.6463], [1.6248, 1.4322, -1.1526], [0.4363, 0.9053, -2.3664], [-0.8094, 2.4756, -3.5983], [-0.5965, 4.2060, -3.2927], [2.3930, -0.9668, 3.1244], [2.5194, -0.3805, 1.7326], [3.0913, -1.3798, 0.7459], [3.3113, 0.9117, 1.7440], [1.1652, -0.0384, 1.2923], [3.3855, -1.1186, 3.5484], [1.8794, -1.9295, 3.1018], [1.8353, -0.2933, 3.7751], [4.0675, -1.7251, 1.0853], [3.2124, -0.9327, -0.2429], [2.4390, -2.2512, 0.6626], [4.3170, 0.7250, 2.1208], [2.8356, 1.6485, 2.3938], [3.3992, 1.3274, 0.7370], [0.6808, -2.5859, -2.5721], [-0.6671, -2.3353, -1.9436], [-1.7017, -1.8019, -2.9052], [-0.5158, -1.3764, -0.8651], [0.5845, -3.3290, -3.3642], [1.3948, -2.9603, -1.8381], [1.0753, -1.6673, -3.0124], [-1.0356, -3.2465, -1.4779], [-1.3328, -0.9028, -3.4062], [-2.6315, -1.5679, -2.3870], [-1.9131, -2.5506, -3.6686]], "forces_ev_per_angstrom": [[-1.693, 1.034, 0.563], [-0.289, 0.014, 0.308], [0.053, 0.041, 0.002], [-0.091, 0.050, -0.116], [-0.194, -0.097, 0.044], [-0.017, 0.141, -0.053], [0.109, -0.095, 0.002], [-0.062, -0.026, 0.019], [0.277, -0.083, 0.163], [-0.025, 0.012, -0.004], [0.024, 0.010, -0.004], [-0.011, -0.029, 0.015], [-0.016, 0.122, -0.286], [0.001, 0.519, -0.191], [0.212, 0.066, -0.011], [0.121, 0.004, 0.074], [0.053, -0.041, -0.033], [-0.077, -0.103, -0.107], [-0.043, -0.055, 0.006], [-0.164, 0.008, 0.043], [0.008, 0.205, 0.076], [0.011, 0.009, 0.046], [0.116, -0.070, 0.022], [-0.096, -0.032, 0.069], [-0.090, 0.005, 0.095], [-0.002, -0.065, -0.074], [-0.015, -0.013, 0.021], [-0.002, 0.020, -0.008], [0.030, -0.007, 0.016], [-0.010, 0.024, -0.012], [0.053, -0.020, 0.091], [-0.037, -0.104, -0.034], [-0.005, -0.030, -0.010], [-0.011, 0.023, -0.012], [-0.062, -0.054, 0.090], [-0.217, 0.139, 0.011], [-0.021, -0.056, -0.066], [0.012, 0.145, 0.000], [1.942, -0.307, 0.627], [-0.009, -0.026, 0.015], [0.003, 0.019, -0.003], [0.033, 0.013, -0.002], [0.015, 0.020, -0.007], [-0.012, -0.001, -0.003], [0.001, -0.031, 0.012], [-0.004, 0.013, -0.023], [0.030, -0.028, 0.003], [-0.006, -0.013, 0.029], [0.125, 0.023, -0.041], [-0.020, 0.111, 0.251], [-0.040, 0.086, -0.068], [0.175, -1.393, -1.659], [0.011, 0.015, 0.011], [-0.014, 0.003, -0.011], [0.008, -0.013, -0.015], [-0.055, -0.089, 0.142], [-0.011, -0.019, -0.008], [0.001, -0.016, 0.000], [-0.002, 0.018, -0.004]]}

{"formula": "C18H33BClF4N2O4P", "method": "ωB97M-V/def2-TZVPD", "orbital_gap_ev": 8.77, "total_charge": 0, "homo_ev": -8.53, "smiles": "[H]/N=C\\C[C@H](C[C@H](C)F)O[C@@](Cl)(P(C)O)[C@@](CCOCC)(NCCC(F)=C(F)F)B(C)O", "species": ["H", "N", "C", "C", "C", "C", "C", "C", "F", "O", "C", "Cl", "P", "C", "O", "C", "C", "C", "O", "C", "C", "N", "C", "C", "C", "F", "C", "F", "F", "B", "C", "O", "H", "H", "H", "H", "H", "H", "H", "H", "H", "H", "H", "H", "H", "H", "H", "H", "H", "H", "H", "H", "H", "H", "H", "H", "H", "H", "H", "H", "H", "H", "H", "H"], "positions_angstrom": [[0.0991, -1.1284, 3.1868], [-0.6021, -1.7650, 2.8037], [-0.0487, -2.5829, 2.0069], [1.4220, -2.6304, 1.6526], [1.9094, -1.3950, 0.8706], [2.4680, -0.2986, 1.7897], [3.6227, -0.7414, 2.6683], [4.4266, 0.3990, 3.2535], [4.4474, -1.6406, 1.9871], [0.7904, -0.7770, 0.2116], [0.7475, -0.7600, -1.1771], [2.2351, 0.0312, -1.8581], [0.9185, -2.5538, -1.7943], [-0.7601, -3.2883, -1.8293], [1.2967, -2.4634, -3.3996], [-0.5096, 0.0827, -1.5983], [-1.7430, -0.2707, -0.7492], [-2.9051, 0.7075, -0.9065], [-4.1242, 0.1371, -0.4589], [-4.3943, 0.3025, 0.9210], [-3.9635, -0.8938, 1.7931], [-0.1621, 1.5268, -1.5361], [-0.1366, 2.1498, -0.2112], [1.1091, 3.0560, -0.0462], [0.9104, 4.1169, 0.9797], [1.0229, 3.7254, 2.2773], [0.6626, 5.4105, 0.7475], [-0.1811, 5.8542, -0.1659], [1.2158, 6.4163, 1.3994], [-0.8827, -0.1440, -3.1625], [-0.0564, 0.4926, -4.3423], [-1.9946, -0.9028, -3.4775], [-0.6964, -3.3185, 1.5268], [1.5719, -3.5134, 1.0276], [1.9983, -2.7889, 2.5631], [2.7149, -1.6645, 0.1951], [1.6843, 0.1979, 2.3624], [2.8649, 0.4594, 1.1016], [3.2091, -1.3047, 3.5140], [5.0185, 0.0133, 4.0851], [5.1226, 0.8217, 2.5310], [3.7471, 1.1418, 3.6686], [-1.3438, -3.0252, -2.7105], [-1.2992, -3.0916, -0.9069], [-0.5756, -4.3644, -1.8666], [0.5293, -2.7117, -3.9308], [-1.4936, -0.3102, 0.3143], [-2.1369, -1.2563, -0.9815], [-2.7172, 1.6322, -0.3549], [-3.0893, 0.9799, -1.9496], [-5.4815, 0.3812, 0.9970], [-4.0020, 1.2481, 1.3063], [-4.8175, -1.3612, 2.2754], [-3.2364, -0.5722, 2.5375], [-3.4417, -1.6127, 1.1633], [-0.8099, 2.0331, -2.1244], [-0.9951, 2.8208, -0.1062], [-0.2032, 1.4413, 0.6109], [1.2684, 3.5517, -1.0025], [1.9730, 2.4580, 0.2439], [-0.0357, 1.5786, -4.2140], [-0.5187, 0.2913, -5.3105], [0.9675, 0.1221, -4.3476], [-2.6161, -0.4495, -4.0537]], "forces_ev_per_angstrom": [[-0.026, 0.031, 0.080], [0.110, -0.262, -0.165], [-0.017, 0.472, 0.332], [-0.291, -0.483, -0.544], [-0.109, 0.376, 1.405], [0.762, 0.248, -1.123], [-0.751, -0.101, 0.900], [0.278, -0.511, 0.212], [0.039, 0.245, -0.150], [0.305, -0.215, -0.379], [-0.897, 0.075, -0.648], [0.208, -0.121, 0.129], [0.905, -0.428, 0.737], [0.308, -0.283, -0.259], [-0.616, 0.015, 0.061], [0.235, 0.092, -0.517], [0.017, -0.008, 0.651], [-0.246, -0.186, -0.046], [0.177, 0.341, -0.008], [-0.780, -0.497, 0.355], [0.549, 0.575, -0.282], [-0.407, -0.517, 0.486], [0.059, 0.722, -0.103], [-1.577, -0.182, 0.077], [-0.331, 0.128, -0.070], [1.167, 0.164, -0.012], [0.268, -0.370, 0.385], [0.736, 0.052, -0.916], [-0.784, 0.102, 0.730], [0.447, -0.159, -0.481], [-0.637, 0.311, 0.133], [-0.278, 0.347, 0.822], [-0.013, -0.007, -0.012], [0.116, 0.006, 0.012], [0.107, 0.106, 0.001], [-0.239, -0.142, -0.285], [-0.011, -0.160, 0.203], [-0.125, 0.093, 0.051], [0.072, -0.124, -0.063], [0.084, 0.056, -0.034], [-0.225, 0.204, -0.132], [0.044, 0.184, -0.184], [-0.219, 0.225, 0.174], [-0.074, 0.089, -0.012], [-0.028, -0.017, 0.009], [0.066, 0.188, -0.227], [0.107, 0.018, -0.034], [0.053, 0.021, -0.264], [0.010, 0.043, -0.023], [0.150, -0.054, -0.066], [-0.001, 0.122, -0.136], [0.247, 0.006, -0.171], [0.047, -0.096, 0.036], [-0.078, -0.174, 0.178], [-0.163, -0.167, 0.040], [0.082, 0.139, 0.002], [-0.064, -0.044, 0.055], [0.083, -0.215, -0.149], [0.299, -0.132, -0.031], [0.194, 0.158, -0.158], [0.339, 0.013, -0.054], [0.047, -0.090, -0.037], [0.063, 0.109, 0.061], [0.206, -0.329, -0.545]]}

{"formula": "C18H33BF4I2N9OP2Y", "method": "ωB97M-V/def2-TZVPD", "relative_energy_kcal_mol": 0.0, "orbital_gap_ev": 7.74, "total_charge": 2, "homo_ev": -14.35, "species": ["Y", "C", "N", "C", "C", "N", "C", "P", "C", "N", "C", "C", "N", "C", "C", "N", "C", "C", "N", "C", "H", "H", "H", "H", "H", "H", "H", "H", "H", "H", "H", "H", "H", "H", "H", "I", "I", "F", "B", "F", "F", "F", "C", "N", "C", "P", "O", "N", "C", "C", "N", "C", "C", "H", "H", "H", "H", "H", "H", "H", "H", "H", "H", "H", "H", "H", "H", "H", "H", "H", "H"], "positions_angstrom": [[-1.5960, -0.3661, 0.8593], [-0.0563, 4.5089, -2.1332], [-0.5616, 3.1635, -1.8699], [-0.9963, 2.3018, -2.8400], [-1.3943, 1.1681, -2.1996], [-1.2157, 1.3271, -0.8517], [-0.7085, 2.5424, -0.6757], [-0.2356, 3.2802, 0.9221], [-1.7527, 2.9060, 1.8520], [-2.3696, 1.7291, 1.9206], [-3.4444, 1.9010, 2.7532], [-3.4757, 3.1948, 3.1809], [-2.4053, 3.8200, 2.6078], [-2.0319, 5.2118, 2.8499], [0.8021, 1.9142, 1.5473], [0.4511, 0.6330, 1.6299], [1.5209, -0.0382, 2.1603], [2.5253, 0.8490, 2.4009], [2.0622, 2.0767, 2.0117], [2.8367, 3.3116, 2.1120], [-0.8257, 5.0969, -2.6283], [0.8238, 4.4530, -2.7698], [0.2111, 4.9869, -1.1958], [-0.9894, 2.5714, -3.8822], [-1.7922, 0.2602, -2.6201], [-4.1092, 1.0933, 3.0062], [-4.1528, 3.7146, 3.8364], [-2.9346, 5.7845, 3.0429], [-1.5376, 5.6217, 1.9739], [-1.3705, 5.2843, 3.7112], [1.4904, -1.0984, 2.3446], [3.5078, 0.7218, 2.8219], [3.1595, 3.4535, 3.1406], [2.2194, 4.1534, 1.8134], [3.7074, 3.2558, 1.4624], [-4.6334, 0.0502, -0.2511], [-4.8826, -2.3596, -1.3376], [-2.8620, -0.9670, 2.8309], [-2.2626, -2.2657, 2.6345], [-0.8529, -1.9119, 2.5162], [-2.5435, -3.1980, 3.5262], [-2.6083, -2.5514, 1.2684], [1.9931, -0.0750, -1.6230], [1.5802, -1.3892, -2.0932], [2.3544, -1.8906, -3.2247], [0.6298, -2.3681, -1.1844], [-0.5035, -1.5254, -0.6110], [0.0077, -3.5561, -2.1072], [0.6402, -4.8593, -2.2897], [-1.0806, -3.2780, -3.0405], [1.5027, -3.0491, 0.0171], [0.8529, -3.9996, 0.9221], [2.9595, -3.0898, 0.0457], [1.9063, 0.6477, -2.4385], [3.0337, -0.0792, -1.2811], [1.3560, 0.2495, -0.8033], [2.2725, -1.1928, -4.0595], [1.9767, -2.8568, -3.5491], [3.4130, -1.9972, -2.9706], [1.5026, -4.9638, -1.6360], [0.9756, -4.9830, -3.3227], [-0.0697, -5.6558, -2.0623], [-1.5557, -2.3297, -2.7971], [-1.8348, -4.0631, -2.9729], [-0.7130, -3.2405, -4.0697], [-0.2285, -3.9604, 0.8056], [1.0960, -3.7613, 1.9584], [1.1888, -5.0192, 0.7165], [3.3784, -2.3304, -0.6096], [3.3388, -4.0682, -0.2638], [3.3100, -2.9003, 1.0619]], "forces_ev_per_angstrom": [[0.017, 0.044, 0.072], [0.008, 0.014, -0.017], [-0.018, -0.040, 0.019], [0.017, 0.036, -0.012], [0.011, -0.004, 0.027], [-0.010, 0.000, -0.020], [0.016, 0.023, -0.041], [-0.014, -0.005, 0.017], [-0.050, 0.039, 0.028], [0.036, -0.033, -0.041], [-0.009, 0.012, 0.011], [0.013, 0.017, 0.007], [0.022, -0.024, -0.020], [-0.008, 0.037, 0.007], [0.052, 0.012, 0.024], [-0.018, -0.030, -0.020], [-0.005, -0.004, 0.008], [0.007, 0.031, -0.002], [-0.008, -0.031, -0.012], [0.006, 0.025, 0.014], [-0.004, -0.001, 0.006], [-0.001, -0.010, 0.001], [-0.003, -0.003, 0.004], [-0.005, -0.009, -0.002], [-0.002, -0.001, -0.010], [-0.001, -0.003, -0.004], [-0.007, -0.012, 0.001], [-0.003, -0.003, -0.007], [0.001, -0.007, -0.002], [-0.001, -0.019, 0.001], [0.001, -0.003, 0.001], [-0.002, -0.009, -0.002], [-0.006, -0.003, 0.001], [0.000, -0.002, -0.001], [-0.005, -0.013, -0.005], [0.018, -0.055, -0.035], [-0.038, 0.009, -0.033], [0.016, -0.068, 0.012], [0.009, -0.020, -0.001], [0.004, 0.034, 0.015], [-0.002, 0.024, -0.007], [0.024, 0.048, 0.002], [0.008, 0.016, -0.005], [-0.006, -0.002, 0.013], [0.020, 0.005, 0.009], [0.008, 0.007, -0.052], [-0.042, 0.010, 0.046], [-0.110, 0.013, -0.002], [0.023, 0.019, -0.008], [0.031, 0.012, -0.026], [0.020, -0.022, 0.013], [0.013, -0.025, 0.013], [0.002, 0.001, -0.026], [-0.003, -0.003, -0.002], [-0.002, -0.005, -0.004], [-0.009, -0.001, 0.007], [-0.006, 0.001, 0.002], [-0.002, 0.000, -0.003], [0.001, -0.008, -0.003], [-0.002, -0.005, 0.002], [0.001, -0.004, 0.003], [-0.008, 0.002, 0.005], [0.017, -0.014, 0.007], [0.007, -0.020, 0.019], [-0.010, 0.007, -0.003], [-0.007, 0.010, -0.004], [0.000, 0.013, -0.001], [-0.005, 0.001, 0.000], [0.004, -0.005, 0.006], [0.001, -0.002, 0.006], [-0.002, 0.005, 0.003]]}

LUMO energy for the records above, in order: 0.608; -3.857; 0.244; -6.611 eV
DFT total energy for the records above, in order: -1436.3701; -4380.1173; -2341.9358; -3014.5706 hartree